[1]
The following is a DFT calculation (ωB97M-V/def2-TZVPD) of a 12-piece molecular cluster, C4H34NO11 overall.

Positions of all 50 atoms, in Å:
C (0.86, 2.82, -1.66)
C (1.88, 1.67, -1.96)
C (2.73, 1.18, -0.87)
C (1.90, 0.30, 0.06)
N (-0.53, 2.24, -1.74)
H (0.91, 3.22, -0.64)
H (0.94, 3.57, -2.49)
H (1.23, 0.86, -2.43)
H (2.48, 2.04, -2.88)
H (3.52, 0.44, -1.19)
H (3.04, 2.02, -0.25)
H (1.47, -0.61, -0.30)
H (1.18, 0.90, 0.60)
H (2.74, -0.06, 0.77)
H (-0.88, 1.90, -2.67)
H (-1.20, 3.05, -1.49)
H (-0.64, 1.52, -0.91)
H (-1.60, 0.61, 1.82)
H (-2.89, 1.24, 2.45)
O (-2.54, 0.87, 1.58)
H (0.42, 0.45, 2.71)
H (-0.44, -0.65, 2.65)
O (-0.48, 0.20, 2.80)
H (0.94, -2.03, 1.13)
H (1.75, -2.35, 2.29)
O (1.69, -2.28, 1.41)
H (-0.41, -0.98, -2.14)
H (0.20, -2.26, -1.76)
O (-0.57, -1.82, -1.77)
H (-3.04, 1.94, 0.25)
H (-3.64, 2.95, -0.79)
O (-2.92, 2.41, -0.66)
H (2.06, 0.35, 4.26)
H (3.10, 0.80, 3.31)
O (2.26, 0.30, 3.31)
H (-2.81, -3.21, 1.72)
H (-2.23, -3.84, 0.47)
O (-1.87, -3.40, 1.25)
H (-2.21, 0.11, -4.14)
H (-2.81, 0.41, -2.73)
O (-2.12, 0.56, -3.31)
H (-2.56, 0.10, -0.09)
H (-1.75, -0.75, -1.02)
O (-2.29, 0.04, -1.00)
H (-0.34, -2.61, 4.02)
H (-0.26, -3.35, 2.79)
O (-0.22, -2.45, 3.12)
H (1.84, -3.49, -1.59)
H (2.09, -2.39, -0.70)
O (1.98, -2.56, -1.60)

The calculation puts the HOMO-LUMO gap at 0.4199 Eh. For the energy above the lowest of the compared OMol25 structures with the same formula, charge and spin, the calculation gives 441.21 kJ/mol. The net charge is +1. Its total energy is -1054.882666 Ha. Its multiplicity is 1.

---

[2]
The following is a DFT calculation (ωB97M-V/def2-TZVPD) of a 3-piece molecular cluster, CH8NO3 overall.

Positions of all 13 atoms, in Å:
N (-0.44, -1.24, 1.98)
C (0.16, -0.23, 1.02)
O (-0.75, 0.17, 0.04)
H (-0.04, -2.11, 1.67)
H (-1.37, -1.23, 1.54)
H (1.09, -0.69, 0.55)
H (0.51, 0.61, 1.58)
H (-0.18, 1.78, -0.38)
H (0.13, 1.89, -1.81)
O (0.09, 2.47, -1.03)
H (-0.36, -0.25, -1.28)
H (1.03, -0.50, -1.78)
O (0.12, -0.67, -2.10)

The calculation puts the HOMO-LUMO gap (spin up / spin down) at 0.4265 / 0.2662 Eh. For the energy above the lowest of the compared OMol25 structures with the same formula, charge and spin, the calculation gives 80.42 kJ/mol. The net charge is 0. Its total energy is -323.252857 Ha. Its multiplicity is 2.

---

[3]
The following is a DFT calculation (ωB97M-V/def2-TZVPD) of one molecule with the formula C3H3FO2.

Positions of all 9 atoms, in Å:
O (-2.56, 1.19, 0.03)
C (-1.37, 0.96, -0.02)
C (-0.55, -0.25, 0.07)
F (-1.05, -1.56, -0.01)
C (0.93, -0.19, 0.11)
O (1.49, -1.35, -0.05)
H (-0.61, 1.82, -0.29)
H (1.32, 0.78, 0.23)
H (2.40, -1.42, -0.07)

The calculation puts the HOMO-LUMO gap at 0.3370 Eh. For the energy above the lowest of the compared OMol25 structures with the same formula, charge and spin, the calculation gives 192.78 kJ/mol. The net charge is 0. The SMILES is O=C/C(F)=C/O. Its total energy is -366.374660 Ha. Its multiplicity is 1.

---

[4]
The following is a DFT calculation (ωB97M-V/def2-TZVPD) of a 2-piece molecular cluster, C6H13O2P overall.

Positions of all 22 atoms, in Å:
C (0.14, 0.57, -3.56)
C (-0.19, -0.13, -2.25)
P (-0.45, 0.59, -0.76)
O (-1.10, -0.82, -0.17)
C (-1.14, -1.13, 1.15)
C (-0.16, -2.26, 1.32)
C (1.27, -1.67, 1.53)
O (2.22, -1.67, 0.82)
H (-0.10, 1.56, -3.73)
H (1.16, 0.42, -3.90)
H (-0.38, 0.01, -4.24)
H (-0.02, -1.14, -2.53)
H (-2.13, -1.18, 1.57)
H (-0.75, -0.46, 1.96)
H (-0.28, -2.94, 0.43)
H (-0.29, -2.84, 2.19)
H (1.21, -1.32, 2.61)
C (0.21, 2.80, 1.54)
H (0.51, 3.72, 2.16)
H (0.81, 1.97, 1.73)
H (-0.83, 2.66, 1.63)
H (0.29, 3.25, 0.53)

The calculation puts the HOMO-LUMO gap at 0.3249 Eh. For the energy above the lowest of the compared OMol25 structures with the same formula, charge and spin, the calculation gives 364.34 kJ/mol. The net charge is 0. The SMILES is C/C=P/OCCC=O.C. Its total energy is -728.127083 Ha. Its multiplicity is 1.

---

[5]
The following is a DFT calculation (ωB97M-V/def2-TZVPD) of C26H32AlBBr2N8O2S2 as an isolated structure.

Positions of all 74 atoms, in Å:
Al (0.30, 0.25, 0.27)
C (0.03, 0.60, -3.78)
C (-0.77, 1.62, -3.04)
C (-1.48, 2.60, -3.77)
C (-2.17, 3.58, -3.13)
C (-2.16, 3.63, -1.72)
C (-2.80, 4.61, -0.92)
Br (-3.82, 5.99, -1.74)
C (-2.71, 4.57, 0.43)
C (-1.97, 3.55, 1.07)
Br (-1.85, 3.54, 2.95)
C (-1.33, 2.57, 0.35)
O (-0.66, 1.59, 0.92)
C (-1.44, 2.61, -1.07)
N (-0.77, 1.63, -1.72)
H (-0.42, 0.37, -4.74)
H (0.15, -0.31, -3.19)
H (1.04, 0.99, -3.95)
H (-1.47, 2.55, -4.86)
H (-2.72, 4.33, -3.69)
H (-3.19, 5.32, 1.04)
C (-3.29, 0.10, 2.08)
N (-2.27, -0.06, 3.11)
C (-2.38, 0.39, 4.40)
C (-1.22, 0.04, 5.02)
N (-0.42, -0.60, 4.11)
B (1.01, -1.09, 4.59)
N (1.91, -1.59, 3.44)
C (2.49, -2.83, 3.38)
C (3.44, -2.82, 2.41)
N (3.42, -1.55, 1.86)
C (4.40, -1.02, 0.93)
C (2.47, -0.82, 2.49)
S (2.02, 0.79, 2.08)
C (-1.07, -0.66, 2.95)
S (-0.66, -1.48, 1.48)
H (-4.07, 0.75, 2.47)
H (-3.71, -0.87, 1.81)
H (-2.85, 0.54, 1.19)
H (-3.24, 0.92, 4.76)
H (-0.89, 0.22, 6.02)
H (0.85, -2.01, 5.36)
H (1.52, -0.13, 5.11)
H (2.20, -3.62, 4.05)
H (4.11, -3.58, 2.06)
H (4.78, -1.83, 0.32)
H (5.21, -0.55, 1.48)
H (3.93, -0.28, 0.28)
C (1.55, -2.53, -1.24)
C (2.12, -1.19, -1.57)
C (3.16, -0.90, -2.42)
C (3.37, 0.50, -2.36)
C (2.43, 1.02, -1.50)
C (2.23, 2.45, -1.10)
N (1.65, -0.01, -1.01)
H (2.35, -3.28, -1.24)
H (0.80, -2.86, -1.96)
H (1.09, -2.55, -0.25)
H (3.73, -1.62, -2.98)
H (4.12, 1.07, -2.88)
H (3.16, 3.00, -1.26)
H (1.97, 2.54, -0.05)
H (1.45, 2.94, -1.69)
C (-1.82, -3.99, -0.75)
N (-2.21, -3.32, -1.97)
C (-1.92, -2.01, -2.22)
N (-2.34, -1.55, -3.44)
O (-1.33, -1.28, -1.44)
H (-2.36, -4.93, -0.69)
H (-2.08, -3.38, 0.11)
H (-0.75, -4.19, -0.71)
H (-2.51, -3.88, -2.74)
H (-3.05, -2.05, -3.96)
H (-2.30, -0.55, -3.58)

The calculation puts the HOMO-LUMO gap at 0.2670 Eh. For the energy above the lowest of the compared OMol25 structures with the same formula, charge and spin, the calculation gives 47.17 kJ/mol. The net charge is 0. Its total energy is -7810.511300 Ha. Its multiplicity is 1.

---

[6]
The following is a DFT calculation (ωB97M-V/def2-TZVPD) of a 9-piece molecular cluster, C5H27N2O9 overall.

Positions of all 43 atoms, in Å:
N (0.70, -0.19, 0.05)
C (-0.48, 0.77, -0.30)
C (-0.02, 2.28, -0.08)
C (1.19, 2.62, -0.91)
C (2.44, 2.65, -0.42)
C (-0.72, 0.48, -1.77)
N (-1.59, 1.29, -2.44)
O (-0.12, -0.43, -2.31)
H (0.47, -0.52, 0.97)
H (1.63, 0.24, 0.05)
H (0.75, -0.91, -0.69)
H (-1.22, 0.58, 0.49)
H (0.36, 2.31, 0.94)
H (-0.86, 3.00, -0.09)
H (1.11, 2.75, -2.04)
H (2.69, 2.25, 0.55)
H (3.28, 3.16, -0.88)
H (-2.08, 2.04, -1.98)
H (-2.08, 0.99, -3.26)
H (2.04, 0.15, 2.90)
H (3.22, 0.76, 3.60)
O (3.01, 0.07, 2.96)
H (0.15, -3.08, 0.25)
H (-1.28, -3.05, 0.52)
O (-0.46, -2.76, 0.93)
H (-4.56, 0.34, 0.32)
H (-4.58, -0.23, -1.21)
O (-4.09, -0.09, -0.40)
H (-3.04, -0.36, 2.79)
H (-2.03, -0.76, 1.61)
O (-2.70, -0.15, 1.93)
H (0.79, -2.36, -2.27)
H (1.97, -2.36, -3.22)
O (1.71, -2.66, -2.34)
H (4.04, 0.17, 0.96)
H (3.70, -0.12, -0.44)
O (3.48, 0.54, 0.26)
H (-1.96, -1.67, -1.23)
H (-3.05, -1.32, -0.24)
O (-2.31, -1.97, -0.38)
H (0.71, -1.12, 3.59)
H (0.16, 0.01, 4.15)
O (0.40, -0.26, 3.25)

The calculation puts the HOMO-LUMO gap at 0.3669 Eh. For the energy above the lowest of the compared OMol25 structures with the same formula, charge and spin, the calculation gives 157.29 kJ/mol. The net charge is +1. Its total energy is -993.129278 Ha. Its multiplicity is 1.

---

Number 5 is which compound?
C26H32AlBBr2N8O2S2

---

Which value of multiplicity does entry 6 give?
1

---

Repeat the fourth record exactly.
The following is a DFT calculation (ωB97M-V/def2-TZVPD) of a 2-piece molecular cluster, C6H13O2P overall.

Positions of all 22 atoms, in Å:
C (0.14, 0.57, -3.56)
C (-0.19, -0.13, -2.25)
P (-0.45, 0.59, -0.76)
O (-1.10, -0.82, -0.17)
C (-1.14, -1.13, 1.15)
C (-0.16, -2.26, 1.32)
C (1.27, -1.67, 1.53)
O (2.22, -1.67, 0.82)
H (-0.10, 1.56, -3.73)
H (1.16, 0.42, -3.90)
H (-0.38, 0.01, -4.24)
H (-0.02, -1.14, -2.53)
H (-2.13, -1.18, 1.57)
H (-0.75, -0.46, 1.96)
H (-0.28, -2.94, 0.43)
H (-0.29, -2.84, 2.19)
H (1.21, -1.32, 2.61)
C (0.21, 2.80, 1.54)
H (0.51, 3.72, 2.16)
H (0.81, 1.97, 1.73)
H (-0.83, 2.66, 1.63)
H (0.29, 3.25, 0.53)

The calculation puts the HOMO-LUMO gap at 0.3249 Eh. For the energy above the lowest of the compared OMol25 structures with the same formula, charge and spin, the calculation gives 364.34 kJ/mol. The net charge is 0. The SMILES is C/C=P/OCCC=O.C. Its total energy is -728.127083 Ha. Its multiplicity is 1.